Record 1
Here is a molecular structure, C28H30ClCoNO2PS4 from the OMol25 dataset. Energies are from ωB97M-V/def2-TZVPD.

Net charge: -1
Molar mass: 666.181 u
LUMO energy (spin up / spin down): 2.41 / 2.41 eV
Maximum force: 0.0153 hartree/bohr
Spin multiplicity: 4

Each line ends with the Löwdin charge.
Geometry (Å):
Co1 1.412 -2.078 -0.622  0.233
S1 1.290 -3.021 -2.834  -0.061
S2 2.985 -4.178 -3.048  -0.174
S3 3.350 -4.924 -1.138  -0.179
S4 3.442 -3.229 0.009  -0.017
Cl1 -0.429 -0.284 -3.434  0.688
C1 -1.544 0.971 -3.012  -0.656
C2 -2.398 1.434 -4.006  -0.119
C3 -3.297 2.446 -3.725  -0.094
C4 -3.331 3.008 -2.453  -0.089
C5 -2.474 2.539 -1.471  -0.098
C6 -1.570 1.502 -1.714  -0.397
P1 -0.424 0.831 -0.397  1.148
C7 -1.569 1.032 1.050  -0.350
C8 -2.812 0.391 0.952  -0.117
C9 -3.694 0.352 2.020  -0.091
C10 -3.352 0.941 3.232  -0.102
C11 -2.127 1.577 3.351  -0.094
C12 -1.243 1.617 2.274  -0.089
C13 0.718 2.302 -0.301  -0.316
C14 0.884 3.163 -1.394  -0.079
C15 1.849 4.165 -1.387  -0.088
C16 2.689 4.329 -0.292  -0.105
C17 2.564 3.466 0.787  -0.093
C18 1.605 2.459 0.773  -0.129
H1 -2.346 0.995 -4.996  0.100
H2 -3.969 2.802 -4.497  0.099
H3 -4.027 3.808 -2.227  0.098
H4 -2.501 2.991 -0.486  0.112
H5 -3.093 -0.085 0.019  0.099
H6 -4.646 -0.153 1.910  0.104
H7 -4.031 0.894 4.076  0.095
H8 -1.844 2.041 4.289  0.096
H9 -0.304 2.135 2.401  0.080
H10 0.254 3.055 -2.267  0.098
H11 1.949 4.814 -2.250  0.098
H12 3.441 5.110 -0.288  0.095
H13 3.234 3.555 1.636  0.102
H14 1.582 1.766 1.606  0.077
O1 2.639 -0.300 -1.630  -0.156
C19 3.631 0.120 -0.705  -0.194
C20 3.179 -0.139 0.715  -0.328
C21 4.012 0.172 1.783  -0.029
C22 3.565 -0.057 3.067  -0.063
C23 2.300 -0.596 3.253  -0.052
C24 1.537 -0.887 2.139  -0.119
N1 1.968 -0.662 0.893  -0.005
H15 3.030 -0.785 -2.368  0.069
H16 3.798 1.196 -0.822  0.120
H17 4.573 -0.405 -0.861  0.119
H18 4.994 0.590 1.592  0.121
H19 4.195 0.177 3.917  0.105
H20 1.916 -0.806 4.243  0.104
H21 0.544 -1.325 2.198  0.113
C25 -2.149 -3.072 -1.176  -0.053
C26 -1.274 -3.344 0.054  -0.747
C27 -0.656 -4.738 -0.067  -0.060
C28 -2.138 -3.290 1.314  -0.052
O2 -0.291 -2.351 0.161  -0.356
H22 -2.997 -3.767 -1.233  0.076
H23 -2.534 -2.045 -1.133  0.059
H24 -1.542 -3.173 -2.082  0.044
H25 -1.434 -5.504 -0.186  0.078
H26 -0.062 -4.965 0.825  0.082
H27 0.007 -4.773 -0.934  0.034
H28 -2.966 -4.007 1.265  0.075
H29 -2.546 -2.281 1.439  0.054
H30 -1.522 -3.522 2.190  0.077

Forces on the atoms, in the same order (eV/Å):
-0.3 -0.6 -0.3
-0.2 0.1 -0.1
0.3 0.0 0.3
-0.2 0.0 -0.4
0.0 0.2 0.2
0.0 0.0 0.1
0.0 0.1 0.3
0.0 0.0 -0.1
0.0 0.1 0.1
0.0 0.0 0.0
0.0 0.0 0.0
0.1 -0.2 -0.1
-0.2 0.7 -0.3
0.0 -0.1 0.1
0.1 0.1 0.0
0.0 0.0 0.0
0.0 0.0 0.0
0.1 -0.1 -0.1
-0.1 0.1 0.0
0.1 -0.1 0.0
0.0 0.0 0.1
0.0 -0.1 0.1
-0.1 0.0 -0.1
-0.1 -0.1 0.0
-0.1 0.0 0.0
0.0 0.0 0.1
0.0 0.0 0.0
0.0 0.0 0.0
0.0 -0.1 0.0
0.0 0.0 0.0
0.0 0.0 0.0
0.0 0.0 0.0
0.0 0.0 0.0
0.0 0.0 0.0
0.0 0.0 0.0
0.0 0.0 0.0
0.0 0.0 0.0
-0.1 0.0 0.0
-0.1 0.1 0.0
0.2 0.2 0.2
-0.2 -0.1 -0.1
0.0 0.0 -0.1
0.0 0.2 -0.1
0.1 0.0 0.1
-0.2 0.0 0.1
-0.3 0.0 0.0
0.5 -0.1 0.2
-0.1 -0.2 0.1
0.0 0.1 0.0
0.0 -0.1 0.0
0.0 0.0 0.0
0.0 0.0 0.0
0.0 0.0 0.0
0.1 -0.1 0.0
0.0 0.1 -0.1
0.1 0.1 -0.1
0.1 0.0 0.0
-0.1 0.1 0.1
-0.1 -0.1 0.2
0.1 0.1 0.0
0.0 -0.1 0.0
-0.1 0.0 0.1
0.1 0.1 0.1
0.0 0.0 -0.1
0.0 0.0 0.0
0.1 0.0 0.0
0.0 -0.1 0.0
-0.1 0.0 -0.1

Record 2
Here is a molecular structure, C28H30FGaN2 in a non-equilibrium geometry from the OMol25 dataset. Energies are from ωB97M-V/def2-TZVPD.

Molar mass: 483.283 u
LUMO energy (spin up / spin down): -0.28 / -0.84 eV
Maximum force: 0.0482 hartree/bohr
Spin multiplicity: 1

Each line ends with the Löwdin charge.
Geometry (Å):
Ga1 -0.472 1.009 0.320  0.656
C1 -0.639 -3.797 1.573  -0.182
C2 0.711 -3.853 1.171  -0.218
C3 0.801 -3.977 -0.261  -0.165
C4 -0.550 -4.041 -0.781  -0.208
C5 -1.411 -3.980 0.341  -0.184
C6 -2.914 -4.078 0.303  -0.036
C7 -0.922 -4.254 -2.235  -0.057
C8 2.046 -4.077 -1.075  -0.035
C9 1.948 -3.789 2.054  -0.050
C10 -1.228 -3.609 2.939  -0.049
H1 -3.315 -5.111 0.216  0.093
H2 -3.249 -3.431 -0.550  0.084
H3 -3.299 -3.554 1.225  0.078
H4 -1.413 -5.250 -2.398  0.089
H5 -0.076 -4.133 -2.898  0.053
H6 -1.686 -3.501 -2.553  0.066
H7 2.858 -4.563 -0.527  0.067
H8 2.439 -3.106 -1.400  0.086
H9 1.850 -4.623 -2.057  0.094
H10 2.828 -4.364 1.645  0.079
H11 1.620 -4.281 2.976  0.060
H12 2.250 -2.713 2.327  0.090
H13 -2.284 -3.993 3.003  0.080
H14 -1.278 -2.545 3.231  0.083
H15 -0.638 -4.108 3.723  0.074
C11 -1.269 3.581 1.700  -0.166
N1 -1.596 2.417 0.840  -0.099
C12 -2.724 2.433 0.089  -0.056
C13 -2.817 1.430 -0.910  -0.278
C14 -3.717 1.248 -2.013  -0.051
C15 -3.275 0.125 -2.671  -0.096
C16 -2.078 -0.330 -2.043  -0.124
N2 -1.757 0.463 -1.010  -0.032
C17 -0.307 4.567 1.142  -0.207
C18 -0.795 5.566 0.250  -0.045
C19 0.039 6.242 -0.575  -0.093
C20 1.426 6.072 -0.486  -0.081
C21 1.899 5.160 0.416  -0.119
C22 1.066 4.450 1.268  -0.050
H16 -0.883 3.100 2.584  0.110
H17 -2.193 4.105 1.922  0.117
H18 -3.462 3.189 0.229  0.122
H19 -4.546 1.926 -2.265  0.111
H20 -3.785 -0.455 -3.440  0.096
H21 -1.464 -1.130 -2.269  0.075
H22 -1.836 5.880 0.295  0.114
H23 -0.329 7.026 -1.246  0.111
H24 2.108 6.736 -1.002  0.107
H25 2.973 5.021 0.534  0.110
H26 1.471 3.737 2.003  0.132
F1 5.499 1.618 -0.687  0.058
C23 4.193 1.532 -0.408  -0.281
C24 3.725 0.425 0.314  -0.004
C25 2.321 0.248 0.378  -0.129
C26 1.419 1.223 -0.076  -0.264
C27 1.964 2.286 -0.844  -0.125
C28 3.328 2.492 -0.965  -0.027
H27 4.438 -0.334 0.630  0.112
H28 1.930 -0.669 0.849  0.076
H29 1.297 3.022 -1.288  0.103
H30 3.757 3.321 -1.555  0.127

Forces on the atoms, in the same order (eV/Å):
0.4 -1.2 0.2
2.2 -0.4 -0.9
-0.2 0.5 1.1
-1.7 -0.1 -0.6
0.3 -0.1 0.9
0.1 -0.2 -1.5
0.0 1.5 0.2
-1.5 0.1 0.5
-0.2 -0.5 -1.2
-0.2 0.6 0.3
-0.6 -0.1 0.3
0.2 0.7 0.1
0.0 -0.8 0.5
0.1 -0.9 -0.9
0.6 0.7 0.0
0.2 -0.1 -0.1
0.5 -0.5 0.2
-0.1 -0.1 -0.1
-0.2 0.1 0.2
0.3 0.5 1.4
-0.9 0.8 0.4
0.5 0.1 0.2
-0.2 -1.5 -0.5
1.1 0.2 -0.1
0.1 -0.3 -0.2
-0.1 0.1 -0.3
-0.6 -0.9 0.6
-1.2 1.7 -1.2
2.2 -1.2 -0.2
0.1 0.2 -0.7
0.2 0.6 1.4
0.7 -1.5 -0.2
-1.6 1.7 0.3
-1.7 1.7 0.2
0.1 0.6 -1.5
-0.6 -0.9 1.0
0.9 1.5 -0.7
-0.5 0.1 0.0
1.3 0.2 0.9
-0.5 -0.9 0.2
0.2 0.3 0.7
-0.3 0.0 0.3
-0.5 0.4 0.1
0.4 -0.7 0.3
0.3 0.5 0.0
1.0 -1.5 -0.6
-0.1 -0.5 -0.2
-0.1 -0.3 0.3
-0.1 -0.3 -0.3
-0.2 0.1 -0.1
-0.1 0.3 -0.5
0.4 0.2 0.3
-1.2 -0.3 0.0
-0.6 0.4 -1.3
0.6 0.2 0.8
1.1 -0.1 -0.9
-0.4 0.1 0.8
0.7 -0.6 -0.3
-0.2 0.2 0.1
0.2 0.5 -0.1
0.1 -0.1 0.1
-0.3 -0.6 0.4